# C9H16N2S

An isolated ion of composition C9H16N2S and charge +2 at a distorted geometry (the ωB97M-V functional and the def2-TZVPD basis, the OMol25 dataset).

Results
energy relative to the best compared isomer or geometry (same formula, charge and spin)	70.0	kJ/mol
highest occupied orbital energy	-17.955	eV
net charge	+2
orbital gap	9.28	eV
E_LUMO	-0.3188	hartree

CARTESIAN COORDINATES (ANGSTROEM)
C: -0.4100 -0.9445 -0.0628
C: 3.0581 0.8775 -2.4115
C: 2.1830 0.8704 0.9360
C: 3.0894 1.5672 -0.1442
C: 1.9678 -0.7039 0.7672
C: -1.8201 -0.9226 -0.0436
C: -2.2033 -2.4545 0.4129
C: -3.6427 0.6051 -0.1254
C: -2.3494 0.3339 0.6290
N: 2.5793 1.6347 -1.5631
N: 0.6929 -0.9202 0.1880
S: 3.9909 0.2521 -3.4520
H: 2.4604 1.0919 1.9151
H: 1.1335 1.2678 0.7904
H: 3.4790 2.6032 0.2105
H: 4.1184 0.9839 -0.2395
H: 2.7411 -1.3172 0.1438
H: 2.0004 -1.2426 1.8123
H: -2.1561 -0.9375 -1.0321
H: -1.7443 -2.6241 1.4622
H: -1.8426 -3.1123 -0.3424
H: -3.2650 -2.2509 0.6561
H: -3.3758 0.4045 -1.1812
H: -4.0825 1.5761 0.1014
H: -4.4443 -0.1211 0.1069
H: -2.4751 0.0888 1.6739
H: -1.5638 1.0620 0.5980
H: 1.8809 2.3322 -1.8061

Forces on atoms 1 to 6 (eV/Å):
C -0.81 0.20 0.32
C 2.99 -1.05 -3.27
C -1.96 -0.71 -3.59
C 3.31 -0.40 1.50
C 2.34 -1.14 1.08
C 0.72 -2.64 0.27